(1)
Density functional theory data (ωB97M-V with the def2-TZVPD basis set) for a single C11H18N2OS molecule at a distorted geometry.

Cartesian coordinates (Å):
S  0.8793  2.8253  -0.5770
O  -1.1759  -2.2426  -1.4250
N  2.0100  -1.7857  -0.7905
N  -2.3327  0.1116  1.1430
C  2.2226  -1.8807  0.7488
C  -0.7762  3.5192  -0.6841
C  -1.1996  -1.2156  -0.4503
C  -2.3688  -0.8852  0.3013
C  -1.3187  0.8216  1.3704
C  -0.0841  -0.3567  -0.4359
C  -0.1250  0.5871  0.6275
C  -3.6136  -1.7760  0.2231
C  0.8755  1.6926  0.9806
C  3.8296  -1.7045  0.8617
C  1.3212  -0.6057  -1.1125
H  -0.8318  3.9744  -1.7833
H  -4.1539  -1.4808  1.3256
H  1.9264  1.3940  0.9108
H  0.8699  2.2704  1.8925
H  4.2810  -1.9409  1.9238
H  2.0856  -2.9229  1.1331
H  1.9642  0.2971  -0.5218
H  4.0409  -0.6014  0.5928
H  4.3904  -2.3920  0.1852
H  -1.3335  2.6152  -0.6049
H  -1.4097  1.5301  2.2681
H  -4.2499  -2.0900  -0.7067
H  1.2859  -2.5117  -1.1318
H  -2.0944  -2.6930  -1.4795
H  -0.9942  4.2455  0.1671
H  1.1913  -0.5510  -2.2437
H  1.4692  -1.0569  1.2764
H  -3.4188  -2.8091  0.3776

Atomic forces in eV per Å
S 1.1 0.2 1.0
O -2.1 -0.1 1.1
N -2.2 -3.1 1.3
N -4.3 -1.6 0.6
C 0.9 0.3 -0.8
C 0.6 1.3 -0.8
C -0.6 0.3 -1.7
C 0.9 -1.9 -2.2
C 3.1 1.0 0.7
C 0.9 -0.3 2.0
C -0.7 2.2 1.6
C -1.9 0.3 2.5
C 1.2 -0.1 -3.3
C -0.3 1.4 1.6
C -0.2 4.2 0.7
H -0.1 -0.8 2.6
H 0.6 -0.7 -3.7
H -0.1 -0.2 0.1
H -1.1 -0.1 0.3
H -1.2 0.7 -1.8
H -0.7 1.0 -0.5
H -1.4 -2.2 -2.8
H 0.1 -1.8 0.4
H -0.9 0.6 0.2
H -1.4 -0.2 -0.1
H 0.5 -0.7 -1.6
H 0.6 2.3 1.2
H 1.9 0.6 1.0
H 2.3 1.2 0.3
H 0.1 -0.8 -1.4
H 0.5 0.5 1.5
H 2.5 -2.4 -0.9
H 1.3 -1.1 0.9

## Properties
SMILES: CCNCc1c(CSC)cnc(C)c1O
Molecular weight, Da: 226.3
E, a.u.: -1012.7190
Multiplicity: 1
Gap between HOMO and LUMO, eV: 8.8
HOMO energy, eV: -8.330
Energy relative to the best compared isomer or geometry (same formula, charge and spin), kJ/mol: 472.8
Charge: 0

Atomic partial charges in e from the Mulliken method, atoms 1 to 4:
1 S -0.049
2 O -0.617
3 N -0.361
4 N -0.476



(2)
Density functional theory data (ωB97M-V with the def2-TZVPD basis set) for 2 unconnected molecules or ions with the total composition C16H23FN2O7S at a distorted geometry.

Cartesian coordinates (Å):
S  3.2775  -0.5477  0.1598
F  1.5677  0.4445  -4.4202
O  1.6039  1.5870  -2.2998
O  -0.4920  0.3032  -2.4879
O  -2.8875  -0.8544  0.3178
O  1.3230  -1.6274  2.2641
O  -0.6365  0.1874  0.5811
O  -0.6112  4.4084  4.8744
O  -0.5739  2.8050  -2.1368
N  1.7962  -3.0564  0.3423
N  0.8817  -3.8223  1.0477
C  3.3770  -0.2058  -2.7863
C  -0.3046  2.7673  3.1960
C  0.5967  -0.7182  -2.4618
C  -1.6740  2.5866  3.7984
C  0.1202  1.6575  -2.2853
C  1.8147  0.2583  -2.9631
C  2.0996  -1.7243  1.0180
C  0.0464  -1.9221  -3.4288
C  -1.4009  -2.5581  -2.9955
C  0.0443  4.1772  3.6197
C  0.5842  -2.9317  2.2598
C  -2.9306  -1.3082  -1.0961
C  3.6600  -1.2433  -1.5487
C  -1.5504  3.3482  5.1001
C  -1.7569  -2.4580  -1.3985
C  -1.9671  0.3186  0.4353
H  -2.3042  -2.1012  -3.5826
H  -2.9190  -0.4275  -1.8669
H  -0.0958  -1.4985  -4.5355
H  -0.8336  -2.3538  -0.6861
H  -1.9572  1.5407  3.9413
H  -1.1508  2.7117  5.8966
H  4.0325  0.7857  -2.6743
H  -0.3375  4.9126  2.9031
H  0.8703  -1.2242  -1.4427
H  -2.4264  3.0614  3.1578
H  -3.9847  -1.8461  -1.2228
H  -1.3714  -3.7169  -3.2638
H  -0.2796  2.6294  2.1121
H  1.1214  4.3272  3.7332
H  4.8353  -1.4526  -1.5531
H  -2.4145  1.4204  0.4256
H  -2.2752  -3.4917  -1.1086
H  0.3968  2.0565  3.6489
H  3.1537  -2.2728  -1.7818
H  3.7526  -0.6992  -3.8040
H  -2.5046  3.7664  5.4333
H  0.8718  -2.7618  -3.5249
H  -0.1873  -3.2369  3.0899

Atomic forces in eV per Å
S -1.2 -0.9 0.8
F 0.7 0.0 2.9
O -4.2 -3.0 -1.6
O 2.8 3.1 1.4
O 2.4 3.2 -1.1
O 0.3 -4.1 -3.9
O -8.7 0.5 -0.9
O -0.1 -0.3 -0.2
O 4.9 -8.4 -1.0
N 0.5 4.1 2.7
N 0.5 7.0 5.2
C 0.1 0.8 -0.2
C 0.5 -0.3 -0.2
C 0.2 -0.1 -1.0
C -0.6 -0.1 -0.2
C -3.0 4.2 0.6
C 0.7 -0.6 -0.9
C -2.6 -5.7 -1.3
C 0.4 0.5 -1.6
C 0.1 -0.8 0.7
C 0.0 0.4 0.0
C 1.2 -1.7 -3.6
C -0.3 -1.4 -1.0
C 0.9 -1.1 -1.6
C 0.1 0.2 0.4
C -1.1 -0.6 0.2
C 5.8 -1.5 0.6
H 1.9 -0.7 0.9
H 0.3 -1.5 1.6
H 0.5 -0.8 2.5
H -1.8 0.0 -1.5
H 0.0 0.1 0.0
H -0.1 -0.1 0.0
H -1.6 -2.1 -0.1
H 0.1 0.0 -0.1
H -0.9 1.6 -1.5
H 0.0 -0.1 0.1
H 2.3 1.2 0.4
H 0.0 2.6 0.4
H 0.1 0.0 0.1
H -0.1 0.1 0.1
H -2.6 0.5 0.1
H 0.5 -2.6 0.0
H 1.2 2.2 -0.5
H -0.1 0.1 -0.1
H 0.8 2.0 0.8
H -1.1 0.9 2.3
H 0.1 0.1 0.0
H -1.7 1.7 0.5
H 1.9 1.2 -1.7

## Properties
SMILES: O=COCCCC[C@@H]1OC(=O)O[C@@]1(F)CCSc1nnco1.C1CCOC1
Molecular weight, Da: 406.4
E, a.u.: -1757.3098
Multiplicity: 1
Gap between HOMO and LUMO, eV: 8.6
HOMO energy, eV: -8.807
Charge: 0

Atomic partial charges in e from the Mulliken method, atoms 1 to 4:
1 S -0.096
2 F -0.388
3 O -0.306
4 O -0.296



(3)
Density functional theory data (ωB97M-V with the def2-TZVPD basis set) for a molecular structure, C4H4AgO6 at a distorted geometry.

Cartesian coordinates (Å):
Ag  -0.5693  2.4905  0.8915
O  1.5915  -0.5178  -0.2400
O  -1.6631  2.0467  -0.9655
O  -1.5086  -0.0999  -1.6516
O  -1.4439  0.3551  0.4434
O  1.2935  1.5256  0.6818
O  2.8884  1.1477  -0.8388
C  -0.7676  -1.1633  -0.0488
C  0.6062  -1.0953  0.5991
C  -1.7466  0.8123  -0.7859
C  1.9493  0.8051  -0.1155
H  0.9359  -2.1224  0.8091
H  -0.6802  -1.8566  -0.8959
H  -1.4356  -1.7817  0.5702
H  0.5502  -0.5458  1.5470

Atomic forces in eV per Å
Ag 0.1 0.9 0.4
O -0.1 -0.9 0.0
O -2.1 1.0 -0.2
O -2.3 1.7 -0.5
O -0.6 -2.5 -0.5
O 0.6 -0.2 0.8
O -0.4 -0.3 0.5
C 0.0 -1.6 2.7
C -0.3 0.9 0.4
C 4.2 -1.5 -2.1
C 0.8 0.9 -1.1
H -0.1 0.0 -0.2
H -0.1 1.3 -0.7
H 0.2 0.5 0.4
H 0.1 -0.1 -0.2

## Properties
Molecular weight, Da: 255.9
E, a.u.: -753.2171
Multiplicity: 1
Gap between HOMO and LUMO, eV: 7.5
HOMO energy, eV: -4.887
Energy relative to the best compared isomer or geometry (same formula, charge and spin), kJ/mol: 268.3
Charge: -1

Atomic partial charges in e from the Mulliken method, atoms 1 to 4:
1 Ag 0.565
2 O -0.344
3 O -0.750
4 O -0.669